Molecular formula: C4H3NO
Method: DFT, wB97M-V/def2-TZVPD

Values from the calculation:
* SMILES string: C=CC(=O)C#N
* ΔE to the lowest compared entry with this formula, charge and spin: 80.29 kJ/mol
* molar mass: 81.1 g mol⁻¹
* charge: 0
* orbital gap: 10.12 eV

Each line ends with the Mulliken charge.
Atoms and positions in Å:
C  -0.641  -3.190  0.341  0.065
C  0.037  0.546  0.290  -0.480
C  -0.067  -0.728  -0.046  -0.309
C  -0.869  -1.839  0.828  0.700
N  -0.405  -4.263  0.084  -0.276
O  -1.359  -1.641  1.898  -0.441
H  0.541  1.403  -0.229  0.267
H  -0.504  0.776  1.220  0.247
H  0.486  -1.318  -0.858  0.227

Molecular formula: C4H7ClFNO
Method: DFT, wB97M-V/def2-TZVPD

Values from the calculation:
* SMILES string: N[C@H]1[C@@H](O)C[C@@]1(F)Cl
* ΔE to the lowest compared entry with this formula, charge and spin: 0.00 kJ/mol
* molar mass: 139.6 g mol⁻¹
* charge: 0
* orbital gap: 10.74 eV

Each line ends with the Mulliken charge.
Atoms and positions in Å:
C  0.612  -0.285  0.511  0.136
C  0.155  1.148  0.079  -0.229
C  -1.263  0.597  -0.151  -0.931
C  -0.870  -0.641  0.709  0.647
H  2.189  -1.185  -0.539  0.197
H  0.768  -1.710  -1.030  0.185
H  1.202  -0.331  1.439  0.368
H  0.078  1.841  0.938  0.331
H  1.175  1.083  -1.493  0.384
H  -2.148  1.112  0.202  0.363
H  -1.415  0.257  -1.167  0.273
N  1.254  -0.912  -0.708  -0.689
O  0.845  1.793  -0.927  -0.566
F  -1.182  -0.568  2.004  -0.262
Cl  -1.400  -2.199  0.134  -0.207

Molecular formula: C5H13NO2
Method: DFT, wB97M-V/def2-TZVPD

Values from the calculation:
* SMILES string: CCCNCC=O.O
* ΔE to the lowest compared entry with this formula, charge and spin: 326.23 kJ/mol
* molar mass: 119.2 g mol⁻¹
* charge: 0
* orbital gap: 9.98 eV

Each line ends with the Mulliken charge.
Atoms and positions in Å:
C  0.709  1.898  0.090  -0.163
C  2.237  1.787  -0.022  -1.318
C  0.343  1.111  1.350  -1.006
N  -1.017  0.570  1.078  -0.336
C  -0.876  -0.931  0.705  -0.251
C  -2.009  -1.260  -0.338  -0.061
O  -2.172  -2.299  -0.915  -0.474
H  0.158  1.729  -0.775  0.413
H  0.524  3.018  0.030  0.273
H  2.689  2.402  -0.790  0.384
H  2.655  0.743  -0.105  0.348
H  2.676  2.150  1.014  0.298
H  0.281  1.753  2.252  0.427
H  0.959  0.338  1.525  0.461
H  -1.664  0.620  1.725  0.205
H  -0.944  -1.707  1.597  0.271
H  0.065  -0.890  0.182  0.211
H  -2.688  -0.413  -0.486  0.346
H  1.528  -0.226  -1.925  0.308
H  1.517  -1.716  -2.255  0.280
O  1.789  -1.129  -1.617  -0.615

Molecular formula: C27H22FeNO5
Method: DFT, wB97M-V/def2-TZVPD

Values from the calculation:
* ΔE to the lowest compared entry with this formula, charge and spin: 0.00 kJ/mol
* molar mass: 496.3 g mol⁻¹
* 2S+1: 6
* charge: -2
* <S²>: 8.8607
* orbital gap (spin up / spin down): 3.41 / 6.39 eV

Each line ends with the Mulliken charge.
Atoms and positions in Å:
C  -3.128  -3.789  -0.508  -0.729
O  -2.675  -2.883  -1.530  -0.340
C  -2.336  -1.568  -1.213  0.894
C  -2.559  -0.957  0.042  -0.833
C  -1.440  -0.218  0.693  -0.750
C  -0.372  0.490  -0.210  1.163
C  -0.290  -0.192  -1.541  -0.887
C  -1.224  -1.036  -2.032  -1.438
Fe  -4.483  -0.746  -1.733  0.068
C  -5.100  0.687  -0.961  0.201
O  -5.467  1.707  -0.544  -0.437
C  -6.015  -1.300  -2.326  0.193
O  -7.075  -1.581  -2.705  -0.460
C  -4.217  0.280  -3.109  0.161
O  -4.190  1.035  -3.992  -0.441
H  -3.911  -4.386  -0.989  0.252
H  -2.285  -4.433  -0.218  0.264
H  -3.536  -3.272  0.374  0.323
H  -3.332  -1.320  0.727  0.625
H  -1.853  0.567  1.353  0.328
H  -0.905  -0.940  1.335  0.207
H  -0.797  1.510  -0.353  0.157
H  0.604  0.033  -2.132  0.267
H  -1.074  -1.506  -3.006  0.305
C  0.642  -1.242  5.325  -0.425
C  -0.073  -0.036  5.270  -0.447
C  0.005  0.763  4.131  -0.834
C  0.757  0.330  3.028  0.424
C  0.739  1.213  1.815  -0.288
C  0.936  0.604  0.435  -0.493
N  1.810  1.550  -0.338  0.686
C  1.263  2.759  -0.638  0.022
C  1.896  3.662  -1.484  -1.050
C  2.989  3.247  -2.211  -0.719
C  3.491  1.950  -2.042  0.786
C  2.921  1.099  -1.045  0.734
C  3.492  -0.158  -0.775  -0.266
C  4.566  -0.613  -1.540  -0.939
C  5.083  0.186  -2.575  -0.347
C  4.570  1.449  -2.812  -0.954
O  0.512  2.417  1.952  -0.823
C  1.483  -0.875  3.084  -0.089
C  1.429  -1.653  4.241  -0.754
H  0.575  -1.868  6.215  0.314
H  -0.686  0.306  6.105  0.323
H  -0.538  1.710  4.064  0.341
H  1.402  -0.377  0.530  0.567
H  0.337  3.032  -0.141  0.346
H  1.473  4.659  -1.548  0.338
H  3.466  3.903  -2.930  0.321
H  3.125  -0.774  0.046  0.439
H  5.019  -1.583  -1.338  0.359
H  5.906  -0.182  -3.185  0.331
H  4.992  2.098  -3.579  0.312
H  2.076  -1.181  2.223  0.335
H  2.003  -2.577  4.294  0.352

Molecular formula: C32H40GeN7O6S3W
Method: DFT, wB97M-V/def2-TZVPD

Values from the calculation:
* ΔE to the lowest compared entry with this formula, charge and spin: 66.64 kJ/mol
* molar mass: 971.4 g mol⁻¹
* charge: +1
* orbital gap (spin up / spin down): 6.04 / 5.72 eV

Each line ends with the Mulliken charge.
Atoms and positions in Å:
W  0.602  0.424  -0.685  1.510
N  1.928  -0.406  -4.254  -0.171
C  2.478  -0.947  -3.150  0.021
N  2.264  -0.547  -1.904  -0.371
C  3.065  -1.280  -1.021  -0.334
C  3.802  -2.259  -1.571  0.161
S  3.569  -2.274  -3.278  -0.162
C  3.156  -0.700  0.315  -0.712
C  3.899  -1.043  1.379  -0.062
S  3.942  0.267  2.516  -0.269
C  2.930  1.200  1.477  0.310
N  2.516  0.541  0.409  -0.088
N  2.654  2.484  1.731  -0.218
H  0.976  -0.045  -4.210  0.001
H  2.112  -0.886  -5.122  0.301
H  4.507  -2.920  -1.097  0.476
H  4.490  -1.931  1.529  0.552
H  2.819  2.869  2.644  0.244
H  2.001  2.969  1.137  0.108
O  -1.098  7.138  -2.287  -0.499
C  -0.515  6.300  -3.261  -0.600
C  -0.162  4.985  -2.630  0.165
C  0.438  3.977  -3.398  -1.070
C  0.746  2.777  -2.824  -0.228
N  0.498  2.499  -1.521  -0.052
C  -0.066  3.471  -0.780  0.985
C  -0.410  4.722  -1.307  -0.637
C  -0.292  3.081  0.592  -0.608
C  -0.645  3.982  1.600  -0.431
C  -0.766  3.567  2.906  0.260
C  -1.196  4.527  3.988  -0.804
O  -0.630  5.815  3.833  -0.499
C  -0.491  2.219  3.168  -1.369
C  -0.170  1.367  2.148  -1.271
N  -0.077  1.752  0.842  1.417
H  -1.319  7.983  -2.688  0.316
H  0.397  6.744  -3.676  0.340
H  -1.202  6.115  -4.094  0.327
H  0.665  4.134  -4.445  0.498
H  1.219  1.995  -3.395  0.274
H  -0.886  5.471  -0.693  0.625
H  -0.799  5.023  1.352  0.640
H  -0.988  4.100  4.973  0.396
H  -2.277  4.668  3.921  0.255
H  0.265  5.815  4.184  0.309
H  -0.549  1.821  4.174  0.444
H  0.024  0.320  2.329  1.030
C  -3.017  0.637  -0.489  -1.314
Ge  -2.164  -0.848  0.459  1.518
C  -3.059  -2.513  -0.083  -1.112
C  -2.670  -0.613  2.341  -1.377
C  -0.143  -1.011  0.260  -0.056
H  -4.091  0.439  -0.462  0.621
H  -2.709  0.743  -1.528  0.206
H  -2.839  1.584  0.024  0.203
H  -3.518  -2.962  0.799  0.475
H  -2.399  -3.246  -0.539  0.075
H  -3.850  -2.267  -0.793  0.501
H  -3.746  -0.805  2.367  0.520
H  -2.504  0.393  2.716  0.400
H  -2.188  -1.332  3.005  0.188
H  0.175  -1.849  0.885  0.054
C  -0.037  -3.568  4.565  -1.526
C  0.098  -3.972  3.124  0.872
C  1.277  -3.747  2.423  -0.509
C  1.392  -4.082  1.080  -0.394
C  0.313  -4.657  0.432  0.159
C  -0.862  -4.927  1.121  -0.908
C  -0.968  -4.575  2.454  -0.651
S  0.442  -5.136  -1.266  1.319
O  1.767  -4.776  -1.694  -0.603
O  -0.048  -6.472  -1.405  -0.762
N  -0.664  -4.190  -2.032  -0.211
C  -0.212  -2.916  -2.589  0.241
C  -1.388  -1.990  -2.901  0.584
C  -0.849  -0.653  -3.362  -0.409
O  -0.784  -0.364  -4.545  -0.682
O  -0.394  0.152  -2.441  -0.599
H  0.928  -3.577  5.072  0.421
H  -0.708  -4.237  5.102  0.409
H  -0.447  -2.558  4.648  0.232
H  2.124  -3.311  2.939  0.432
H  2.310  -3.909  0.535  0.580
H  -1.683  -5.422  0.620  0.499
H  -1.885  -4.786  2.991  0.425
H  -1.231  -4.765  -2.644  0.340
H  0.389  -3.082  -3.488  0.532
H  0.424  -2.446  -1.837  -1.007
H  -2.002  -1.876  -2.011  -0.908
H  -2.003  -2.391  -3.707  0.713

Molecular formula: C8H20ClNSi
Method: DFT, wB97M-V/def2-TZVPD

Values from the calculation:
* ΔE to the lowest compared entry with this formula, charge and spin: 273.19 kJ/mol
* molar mass: 193.8 g mol⁻¹
* charge: 0
* orbital gap: 6.43 eV

Each line ends with the Mulliken charge.
Atoms and positions in Å:
C  -1.882  -1.040  -2.472  -1.165
C  0.650  2.764  0.086  -1.739
C  1.570  1.003  1.676  -1.634
C  2.315  1.285  -0.724  -1.525
C  -1.583  -2.113  1.234  -0.929
C  0.819  -2.289  1.054  -1.048
C  -1.553  0.215  -1.707  -0.363
C  1.048  1.318  0.234  1.579
N  -0.370  -1.356  0.884  0.410
Si  -0.325  -0.038  -0.262  -0.189
Cl  -3.467  1.380  0.950  -0.699
H  -1.056  -1.734  -2.802  0.307
H  -2.486  -1.697  -1.827  0.292
H  -2.636  -0.919  -3.296  0.342
H  0.543  3.008  -1.074  0.321
H  -0.206  2.902  0.794  0.364
H  1.396  3.400  0.337  0.669
H  2.274  1.901  1.980  0.390
H  2.241  0.203  1.887  0.344
H  0.635  1.034  2.189  0.495
H  2.090  1.146  -1.895  0.310
H  3.079  2.098  -0.524  0.354
H  2.876  0.325  -0.647  0.390
H  -1.829  -3.179  0.788  0.260
H  -1.560  -2.206  2.370  0.389
H  -2.436  -1.444  1.028  0.308
H  1.868  -1.789  1.045  0.211
H  0.670  -2.612  2.029  0.438
H  0.906  -3.117  0.442  0.368
H  -2.451  0.607  -1.365  0.376
H  -1.141  0.946  -2.411  0.374

Molecular formula: C7H4N2
Method: DFT, wB97M-V/def2-TZVPD

Values from the calculation:
* ΔE to the lowest compared entry with this formula, charge and spin: 189.08 kJ/mol
* molar mass: 116.1 g mol⁻¹
* charge: 0
* orbital gap: 8.22 eV

Each line ends with the Mulliken charge.
Atoms and positions in Å:
C  0.714  -0.648  1.320  0.748
C  1.003  -1.280  2.449  -0.296
C  -1.817  -0.417  2.054  0.149
C  1.253  -0.406  0.043  -0.946
C  -0.783  -0.163  1.162  0.351
C  0.306  0.268  -0.677  0.533
C  0.222  0.882  -2.036  -1.137
N  -2.596  -0.807  2.812  -0.390
N  -0.862  0.338  0.043  -0.444
H  2.277  -0.521  -0.092  0.442
H  1.040  1.454  -2.335  0.372
H  -0.789  1.298  -2.009  0.357
H  0.031  0.003  -2.733  0.260

Molecular formula: C24H37BO8
Method: DFT, wB97M-V/def2-TZVPD

Values from the calculation:
* SMILES string: CB(O)[C@H](Cc1ccccc1)OC(=O)OC[C@H](C)C(C)C.O=C1CCCO1.O=C1CCCO1
* molar mass: 464.4 g mol⁻¹
* charge: 0
* orbital gap: 9.16 eV

Each line ends with the Mulliken charge.
Atoms and positions in Å:
C  -2.832  0.854  -2.793  -0.913
B  -1.478  1.016  -1.920  0.504
O  -0.308  1.572  -2.610  -0.272
C  -1.259  0.582  -0.363  -0.327
C  -2.526  0.802  0.597  -0.226
C  -3.640  -0.326  0.241  0.225
C  -3.276  -1.820  0.570  -0.160
C  -4.223  -3.001  0.242  -0.589
C  -5.587  -2.654  -0.453  -0.331
C  -6.006  -1.178  -0.768  -0.552
C  -5.007  -0.018  -0.416  -0.235
O  -0.018  1.202  0.094  0.025
C  -0.241  2.267  1.000  0.302
O  -0.657  3.404  0.646  -0.589
O  0.035  1.981  2.382  -0.184
C  0.679  0.680  2.521  -0.087
C  1.122  0.343  4.040  0.048
C  1.505  -1.246  4.019  -1.138
C  -0.050  0.525  5.121  0.204
C  -0.230  2.097  5.524  -1.234
C  -1.433  -0.202  4.755  -0.783
H  -2.638  1.015  -3.923  0.224
H  -3.699  1.528  -2.478  0.276
H  -3.231  -0.233  -2.716  0.316
H  0.311  0.800  -2.731  0.238
H  -1.059  -0.563  -0.375  -0.005
H  -2.299  0.626  1.720  -0.037
H  -3.003  1.845  0.515  0.474
H  -2.256  -2.005  1.060  0.205
H  -3.903  -4.074  0.487  0.314
H  -6.265  -3.527  -0.721  0.313
H  -7.001  -0.959  -1.271  0.328
H  -5.265  1.081  -0.641  0.348
H  -0.031  -0.182  2.215  -0.280
H  1.649  0.584  1.896  0.368
H  2.060  0.927  4.323  0.422
H  0.683  -1.875  3.505  0.188
H  2.434  -1.365  3.343  0.280
H  1.700  -1.615  5.090  0.393
H  0.330  0.022  6.095  0.471
H  0.843  2.530  5.500  0.283
H  -0.716  2.167  6.554  0.400
H  -0.854  2.612  4.702  0.214
H  -2.340  0.389  5.156  0.304
H  -1.612  -0.373  3.641  -0.059
H  -1.473  -1.226  5.270  0.270
O  2.613  0.503  -3.392  -0.488
C  2.810  1.440  -4.128  0.422
O  3.811  1.490  -5.047  -0.386
C  3.821  2.783  -5.666  -0.432
C  2.427  3.331  -5.463  -0.627
C  2.030  2.722  -4.136  -0.083
H  4.584  3.397  -5.179  0.253
H  4.071  2.683  -6.724  0.337
H  2.386  4.422  -5.476  0.346
H  1.764  2.960  -6.251  0.281
H  2.350  3.339  -3.293  0.253
H  0.959  2.529  -4.087  0.168
O  3.753  -3.005  1.760  -0.596
C  3.565  -2.906  0.574  0.553
O  3.883  -1.804  -0.158  -0.372
C  3.427  -1.979  -1.505  -0.065
C  3.297  -3.473  -1.689  -0.495
C  2.912  -3.941  -0.302  -0.420
H  2.470  -1.461  -1.619  0.002
H  4.148  -1.543  -2.197  0.269
H  2.578  -3.750  -2.462  0.320
H  4.268  -3.898  -1.964  0.291
H  1.831  -3.909  -0.147  0.217
H  3.303  -4.937  -0.091  0.314